The following is a quantum chemistry calculation of C31H32CrN2OSi as an isolated structure, from OMol25.

Values from the calculation:
Electronic energy (hartree): -2719.1768
Frontier orbital gap (alpha / beta) (hartree): 0.195 / 0.260
LUMO energy (alpha / beta) (eV): -0.6 / -0.7
Highest occupied orbital energy (alpha / beta) (eV): -5.9 / -7.8
2S+1: 5

Last column: Mulliken charge in e.
Cartesian coordinates (Å):
C: -2.988 -0.621 -1.325  -1.25
C: -2.811 0.017 -2.908  -1.02
H: -2.888 -1.711 -1.322  0.43
H: -4.063 -0.431 -1.204  0.59
H: -2.640 -0.179 -0.364  0.31
H: -2.344 -0.648 -3.647  0.23
H: -3.873 -0.038 -3.177  0.61
H: -2.653 1.097 -3.060  0.31
C: -0.409 -2.805 -1.759  -0.32
C: 0.475 -3.882 -1.870  -0.67
C: 1.593 -3.767 -2.698  -0.56
C: 1.800 -2.564 -3.364  -1.04
H: -1.317 -2.883 -1.159  0.27
H: 0.268 -4.789 -1.310  0.44
H: 2.291 -4.593 -2.816  0.42
H: 2.623 -2.419 -4.058  0.38
N: -0.182 -1.618 -2.361  0.83
C: 0.953 -1.474 -3.100  0.19
C: 1.296 -0.099 -3.469  0.91
N: 0.444 0.862 -3.016  0.56
C: 0.725 2.158 -3.239  -0.07
C: 2.755 1.587 -4.399  -0.43
C: 1.852 2.558 -3.958  -1.00
H: 0.016 2.864 -2.806  0.40
H: 1.997 3.616 -4.148  0.43
C: 2.479 0.248 -4.147  -0.87
H: 3.150 -0.551 -4.447  0.29
H: 3.662 1.869 -4.929  0.42
Cr: -1.200 0.226 -1.767  0.05
C: -1.618 2.226 -1.175  -1.52
H: -1.961 2.885 -1.989  0.62
H: -0.765 2.716 -0.686  0.18
H: -2.428 2.180 -0.429  0.30
O: -0.096 -0.042 -0.133  1.04
Si: 0.044 0.130 1.449  -1.49
C: 0.414 1.896 1.909  0.48
C: 1.357 2.600 1.149  -0.09
C: 1.623 3.944 1.436  -0.61
C: 0.931 4.590 2.467  -0.50
C: -0.019 3.889 3.217  -0.66
C: -0.274 2.539 2.943  -0.27
C: -1.519 -0.386 2.331  0.72
C: -1.523 -1.516 3.158  -0.72
C: -2.734 -2.024 3.646  -0.59
C: -3.941 -1.396 3.322  -0.60
C: -3.932 -0.223 2.560  -0.62
C: -2.717 0.298 2.093  -0.02
C: 1.466 -0.901 2.067  0.32
C: 2.222 -0.511 3.182  -0.27
C: 3.307 -1.292 3.596  -0.69
C: 3.643 -2.457 2.898  -0.53
C: 2.900 -2.833 1.773  -0.45
C: 1.822 -2.046 1.350  -0.20
H: 1.883 2.100 0.330  0.36
H: 2.363 4.482 0.844  0.38
H: 1.127 5.642 2.681  0.36
H: -0.570 4.386 4.016  0.38
H: -1.010 1.988 3.530  0.37
H: -0.577 -1.997 3.419  0.37
H: -2.729 -2.917 4.272  0.38
H: -4.889 -1.816 3.667  0.37
H: -4.864 0.291 2.318  0.40
H: -2.713 1.245 1.544  0.36
H: 1.965 0.405 3.718  0.37
H: 3.893 -0.982 4.464  0.36
H: 4.488 -3.067 3.223  0.35
H: 3.157 -3.734 1.213  0.39
H: 1.261 -2.323 0.455  0.13



The following is a quantum chemistry calculation of C31H32CrN8O3S4 as an isolated structure, from OMol25.

Values from the calculation:
Total charge: -1
Electronic energy (hartree): -4501.5664
Frontier orbital gap (alpha / beta) (hartree): 0.255 / 0.255
LUMO energy (alpha / beta) (eV): 2.0 / 2.1
Highest occupied orbital energy (alpha / beta) (eV): -4.9 / -4.9
2S+1: 2

Last column: Mulliken charge in e.
Cartesian coordinates (Å):
Cr: -0.878 -0.021 -0.464  0.59
S: -0.802 1.628 -2.149  -0.13
C: -1.489 0.749 -3.484  0.48
C: -1.805 1.521 -4.651  -0.37
N: -2.020 2.164 -5.582  -0.59
C: -1.691 -0.596 -3.480  0.66
S: -1.237 -1.630 -2.151  -0.51
C: -2.261 -1.244 -4.624  -0.17
N: -2.725 -1.791 -5.525  -0.58
O: -0.120 -0.584 3.681  -0.86
S: 1.273 -0.388 3.328  1.21
O: 1.909 0.776 3.907  -0.69
N: 1.411 -0.524 1.755  0.47
C: 2.650 -0.325 1.182  -0.03
C: 3.846 -0.216 1.890  -0.76
C: 5.089 -0.045 1.272  -1.09
C: 5.193 0.026 -0.083  -0.85
C: 4.022 -0.084 -0.863  1.43
C: 4.108 -0.040 -2.271  -0.74
C: 2.986 -0.194 -3.019  -1.29
C: 1.763 -0.355 -2.351  0.18
N: 1.616 -0.362 -1.048  0.95
C: 2.741 -0.256 -0.264  -0.32
C: 2.109 -1.807 4.045  -0.04
C: 2.761 -1.679 5.261  -0.25
C: 3.371 -2.787 5.833  -0.61
C: 3.332 -4.014 5.186  -0.37
C: 2.681 -4.136 3.965  -0.71
C: 2.069 -3.031 3.393  -0.23
H: 3.824 -0.246 2.966  0.26
H: 5.977 0.026 1.890  0.39
H: 6.147 0.161 -0.579  0.33
H: 5.079 0.112 -2.730  0.38
H: 3.005 -0.185 -4.100  0.44
H: 0.866 -0.482 -2.939  0.05
H: 2.786 -0.709 5.741  0.45
H: 3.883 -2.693 6.783  0.37
H: 3.814 -4.877 5.630  0.37
H: 2.656 -5.091 3.456  0.40
H: 1.573 -3.103 2.434  0.26
C: 2.220 5.987 -0.681  -0.97
C: 2.145 5.293 0.678  -0.80
C: 1.437 3.947 0.629  -0.46
N: 0.014 4.148 0.370  0.50
C: -0.903 3.211 0.551  0.27
S: -0.494 1.724 1.247  -0.44
N: -2.211 3.426 0.191  0.32
C: -2.882 4.422 -0.515  -0.06
O: -3.997 4.200 -0.921  -0.59
C: -2.238 5.754 -0.735  0.15
C: -1.943 6.592 0.338  0.22
C: -1.408 7.849 0.106  -0.50
C: -1.160 8.268 -1.195  -0.51
C: -1.462 7.436 -2.264  -0.71
C: -2.014 6.184 -2.038  -0.27
H: 2.731 6.947 -0.599  0.34
H: 1.230 6.184 -1.101  0.17
H: 2.767 5.370 -1.396  0.30
H: 1.637 5.937 1.401  0.31
H: 3.154 5.117 1.055  0.40
H: 1.546 3.409 1.569  0.48
H: 1.865 3.310 -0.152  0.23
H: -0.234 4.961 -0.170  -0.38
H: -2.773 2.586 0.291  0.07
H: -2.132 6.252 1.350  0.40
H: -1.183 8.500 0.941  0.41
H: -0.734 9.247 -1.374  0.39
H: -1.271 7.763 -3.278  0.41
H: -2.264 5.527 -2.862  0.53
C: -2.929 0.202 -0.302  -1.63
H: -3.190 0.251 0.759  0.51
H: -3.446 -0.653 -0.733  0.41
H: -3.306 1.086 -0.821  0.64
N: -2.241 -2.510 0.823  -0.82
N: -1.087 -1.670 0.894  0.05
H: -2.076 -3.361 1.350  0.24
H: -2.393 -2.745 -0.152  0.19
H: -0.216 -2.179 0.752  0.41
H: -1.026 -1.279 1.833  0.32



The following is a quantum chemistry calculation of C31H32F5N2P2PdS as an isolated structure, from OMol25.

Values from the calculation:
Total charge: +1
Electronic energy (hartree): -3017.9406
Frontier orbital gap (alpha / beta) (hartree): 0.251 / 0.251
LUMO energy (alpha / beta) (eV): -3.8 / -3.8
Highest occupied orbital energy (alpha / beta) (eV): -10.6 / -10.6

Last column: Mulliken charge in e.
Cartesian coordinates (Å):
Pd: -0.057 -0.022 0.333  0.72
C: 1.960 -0.646 3.002  -1.12
C: 3.078 -0.206 2.063  -1.37
P: 2.468 -0.064 0.316  1.19
C: 2.612 -1.769 -0.312  0.09
C: 1.524 -2.264 -1.030  -0.48
C: 1.531 -3.555 -1.533  -0.69
C: 2.647 -4.353 -1.341  -0.52
C: 3.746 -3.859 -0.651  -0.79
C: 3.734 -2.577 -0.131  -0.04
C: 3.873 0.814 -0.434  0.67
C: 4.162 2.099 0.028  -0.36
C: 5.277 2.772 -0.440  -0.75
C: 6.100 2.181 -1.390  -0.55
C: 5.777 0.932 -1.899  -0.67
C: 4.660 0.253 -1.436  -0.63
P: 0.394 0.264 2.655  0.59
C: -0.583 0.089 4.185  0.82
C: 0.043 0.401 5.393  -0.60
C: -0.653 0.296 6.583  -0.90
C: -1.986 -0.095 6.574  -0.51
C: -2.622 -0.356 5.371  -0.68
C: -1.924 -0.269 4.174  0.08
C: 0.711 2.060 2.658  1.06
C: -0.291 2.827 2.059  -0.84
C: -0.175 4.204 2.001  -0.68
C: 0.945 4.825 2.538  -0.64
C: 1.926 4.073 3.164  -0.71
C: 1.809 2.692 3.230  -0.42
H: 2.252 -0.544 4.048  0.66
H: 1.722 -1.700 2.829  0.39
H: 3.909 -0.912 2.095  0.76
H: 3.461 0.776 2.341  0.45
H: 0.684 -1.602 -1.234  0.33
H: 0.668 -3.925 -2.068  0.48
H: 2.666 -5.359 -1.737  0.42
H: 4.624 -4.477 -0.522  0.41
H: 4.600 -2.200 0.400  0.45
H: 3.509 2.572 0.752  0.26
H: 5.510 3.759 -0.065  0.44
H: 6.984 2.697 -1.738  0.40
H: 6.400 0.482 -2.659  0.42
H: 4.415 -0.716 -1.848  0.47
H: 1.072 0.736 5.401  0.23
H: -0.153 0.524 7.514  0.42
H: -2.527 -0.181 7.506  0.39
H: -3.668 -0.631 5.364  0.44
H: -2.426 -0.482 3.238  0.25
H: -1.168 2.321 1.666  0.51
H: -0.954 4.814 1.562  0.43
H: 1.043 5.900 2.486  0.42
H: 2.777 4.561 3.620  0.45
H: 2.572 2.123 3.746  0.29
F: -2.454 -0.319 -1.650  -0.28
C: -1.995 -0.389 -0.380  0.04
F: -2.860 0.392 0.368  -0.34
C: -2.217 -1.852 0.073  0.70
F: -1.679 -2.690 -0.824  -0.24
F: -3.487 -2.205 0.256  -0.27
F: -1.587 -2.125 1.243  -0.18
C: -2.249 2.524 -4.363  -1.17
N: -1.256 2.142 -3.371  -0.14
C: -1.284 2.242 -2.050  0.48
S: 0.215 1.901 -1.244  -0.34
N: -2.302 2.641 -1.305  -0.09
C: -3.719 2.803 -1.598  -0.98
H: -1.756 2.577 -5.330  0.38
H: -2.655 3.509 -4.140  0.39
H: -3.049 1.785 -4.423  0.35
H: -0.382 1.782 -3.720  0.26
H: -2.077 2.666 -0.322  0.05
H: -3.929 2.707 -2.654  0.38
H: -4.044 3.783 -1.249  0.35
H: -4.284 2.044 -1.056  0.27



Number 1: maximum force 0.096 hartree/bohr. Number 2: maximum force 0.023 hartree/bohr. Number 3: maximum force 0.073 hartree/bohr.